{"formula": "C3H7NO2", "method": "wB97M-V/def2-TZVPD", "elements": ["O", "C", "C", "N", "C", "O", "H", "H", "H", "H", "H", "H", "H"], "xyz": [[1.272, 0.865, 0.600], [0.592, 1.390, -0.489], [0.129, 0.070, -1.142], [-0.437, -1.221, -0.047], [-0.752, -1.133, 1.265], [-0.460, -0.198, 2.013], [0.549, 0.484, 1.229], [1.291, 2.021, -1.104], [-0.232, 2.089, -0.238], [0.991, -0.336, -1.685], [-0.786, 0.100, -1.700], [-0.802, -2.110, -0.420], [-1.336, -1.952, 1.740]], "multiplicity": 1, "smiles": "O=CNCCO", "e_above_lowest_kj_mol": 259.4, "homo_energy_ev": -9.558}